The following is a quantum chemistry calculation of an isolated ion of composition C7H13OS2 and charge -1 at a distorted geometry, from the OMol25 dataset.

Properties
Charge ... -1
HOMO ... -3.8 eV

Atoms and positions in Å:
C: -1.5087 1.7663 -1.3750
C: -0.5972 0.5256 -1.2529
C: -0.3721 0.1360 0.1888
C: -1.6093 -0.6226 0.6878
C: 0.8254 -0.7645 0.4144
C: 1.2590 -1.1480 1.9048
S: 0.8323 -2.0921 -0.7647
C: 2.1456 0.3314 -0.0451
O: 2.8355 -0.1237 -0.9321
S: 2.2084 1.8431 0.6261
H: -1.8593 2.1870 -2.3519
H: -1.0323 2.5520 -0.8047
H: -2.4638 1.4782 -0.8202
H: -0.9765 -0.2958 -1.8704
H: 0.4486 0.7836 -1.6624
H: -0.0263 1.0098 0.7684
H: -2.3030 -0.0951 1.3603
H: -1.3442 -1.5777 1.1678
H: -2.1835 -0.8402 -0.2774
H: 0.3456 -1.5820 2.4348
H: 2.1770 -1.9104 1.7562
H: 1.6079 -0.1972 2.3757
H: 1.5910 -1.3637 -1.5284

Charges per atom according to Mulliken partitioning, unit e: -1.18, -0.69, 0.72, -1.45, -0.02, -1.13, -0.28, 0.21, -0.66, -0.47, 0.34, 0.31, 0.22, 0.40, 0.32, 0.32, 0.19, 0.47, 0.35, 0.30, 0.28, 0.28, 0.18


The following is a quantum chemistry calculation of C10H22F5O3OsS3SeTe as an isolated structure at a distorted geometry, from the OMol25 dataset.

Properties
Charge ... +1
HOMO (alpha / beta) ... -11.3 / -11.4 eV

Atoms and positions in Å:
Os: -0.0013 -0.8418 -0.5056
C: 3.9158 3.3161 1.1750
C: 2.9549 3.4733 2.3527
S: 1.6042 2.2867 2.5866
C: 2.4559 0.6959 2.5824
C: 2.8903 0.1788 1.2062
S: 1.7695 0.6728 -0.1243
C: 2.9174 0.7097 -1.5155
C: 3.8584 1.9160 -1.3231
S: 3.1481 3.3655 -0.4770
H: 4.5022 2.4055 1.2733
H: 4.6269 4.1404 1.2306
H: 2.4421 4.4342 2.2945
H: 3.5469 3.4905 3.2698
H: 1.7853 -0.0130 3.0671
H: 3.3374 0.7789 3.2196
H: 2.9761 -0.9092 1.1786
H: 3.8648 0.5803 0.9463
H: 2.3039 0.8127 -2.4060
H: 3.4693 -0.2250 -1.5758
H: 4.1674 2.2566 -2.3090
H: 4.7587 1.6180 -0.7888
C: -1.9290 1.4252 -1.6393
O: -1.3947 0.8716 -0.4071
C: -2.4048 0.6190 0.5745
C: -1.6846 0.0795 1.7724
O: -0.9812 -1.1333 1.3979
C: -1.7878 -2.3293 1.5471
H: -2.2798 2.4334 -1.4282
H: -2.7347 0.7881 -2.0019
H: -1.1182 1.4298 -2.3582
H: -3.1267 -0.0946 0.1669
H: -2.9172 1.5512 0.8196
H: -2.3627 -0.1373 2.5965
H: -0.9140 0.7760 2.1018
H: -2.0891 -2.4069 2.5897
H: -1.1589 -3.1721 1.2792
H: -2.6492 -2.2942 0.8837
F: 1.1976 -1.1903 -4.6390
Te: -0.0563 -2.0153 -3.5445
F: -0.7277 -2.8779 -5.1013
F: -1.4544 -1.9272 -1.4443
F: -1.4194 -0.8290 -3.9750
F: 2.8520 -2.3053 -1.0004
O: 0.3722 -0.4516 -2.3042
Se: 1.2982 -2.6800 -0.2211

Charges per atom according to Mulliken partitioning, unit e: 3.25, -0.54, -0.72, -0.15, -1.09, -0.75, -0.54, -0.45, -0.92, -0.07, 0.23, 0.48, 0.44, 0.43, 0.40, 0.54, 0.66, 0.38, 0.40, 0.30, 0.50, 0.40, -0.90, -0.57, -0.53, -0.33, -0.52, -0.79, 0.30, 0.37, 0.29, 0.35, 0.47, 0.51, -0.08, 0.33, 0.27, 0.31, -0.42, 1.47, -0.44, -0.75, -0.38, -0.34, -0.78, 0.01


The following is a quantum chemistry calculation of a single C4H6S molecule at a distorted geometry, from the OMol25 dataset.

Properties
Charge ... 0
HOMO ... -7.8 eV

Atoms and positions in Å:
C: 0.6478 -0.4320 -0.9369
C: -0.4100 -1.3076 -0.7774
S: -1.5905 -0.8092 0.3454
C: -0.5068 0.5003 1.0396
C: 0.6008 0.7587 -0.0383
H: 1.5053 -0.6423 -1.6161
H: -0.4625 -2.2325 -1.3013
H: -1.2802 1.3069 1.2747
H: -0.2304 0.1405 2.0216
H: 0.2538 1.6611 -0.5005
H: 1.4728 1.0560 0.4892

Charges per atom according to Mulliken partitioning, unit e: -0.35, -0.25, -0.16, -0.51, -0.53, 0.29, 0.38, 0.29, 0.31, 0.22, 0.31


The following is a quantum chemistry calculation of a 8-piece molecular cluster, C70H150F5N7O6S2 overall at a distorted geometry, from the OMol25 dataset.

Properties
Charge ... +4
HOMO ... -13.1 eV

Atoms and positions in Å:
C: -11.3870 -30.2152 7.4717
C: -10.3206 -31.1510 6.8632
C: -8.9340 -30.9534 7.4239
C: -8.8674 -31.4487 8.8753
N: -7.4857 -31.1142 9.5033
C: -7.6340 -31.6532 10.9185
C: -6.7927 -32.9588 10.8523
C: -5.6725 -32.3994 10.0833
C: -6.3059 -31.9233 8.8569
C: -7.0635 -29.6546 9.4183
C: -7.9375 -28.8017 10.3256
C: -7.7785 -27.3362 10.0543
H: -11.1825 -29.2143 7.1357
H: -11.4931 -30.2528 8.5421
H: -12.3800 -30.4690 7.0497
H: -10.2886 -31.0837 5.7936
H: -10.6144 -32.2082 7.0830
H: -8.7713 -29.8978 7.3934
H: -8.1461 -31.4672 6.8831
H: -8.9312 -32.5982 9.0073
H: -9.6298 -31.0628 9.5405
H: -7.0908 -30.9778 11.6144
H: -8.6757 -31.7228 11.1075
H: -6.4891 -33.2861 11.8315
H: -7.3190 -33.7569 10.3557
H: -5.3413 -31.5295 10.6828
H: -4.8501 -33.0143 9.7885
H: -5.8208 -31.1885 8.2324
H: -6.7139 -32.7144 8.2514
H: -7.2301 -29.3283 8.4064
H: -6.0077 -29.6404 9.6424
H: -7.7804 -29.1069 11.3676
H: -8.9574 -29.0936 10.0785
H: -7.7657 -27.1019 8.9775
H: -6.8639 -26.9548 10.4757
H: -8.5782 -26.7748 10.5268
C: -17.0653 -22.9058 11.9803
C: -16.6063 -24.3316 11.6925
C: -15.1703 -24.5912 12.0854
C: -14.9617 -26.0516 11.8103
N: -13.5264 -26.5440 11.8917
C: -12.5907 -26.1497 10.7992
C: -12.9185 -26.9782 9.6362
C: -13.1501 -28.3317 10.2587
C: -13.6331 -28.0677 11.6806
C: -12.9949 -26.1603 13.2529
C: -13.6352 -26.7254 14.5124
C: -12.9223 -25.9320 15.6613
H: -17.0927 -22.7664 13.0605
H: -18.0981 -22.7544 11.5732
H: -16.3973 -22.2330 11.4892
H: -16.8073 -24.5487 10.6502
H: -17.2694 -25.0082 12.2680
H: -15.1154 -24.4094 13.1635
H: -14.4373 -24.0095 11.5273
H: -15.3851 -26.3029 10.7945
H: -15.5143 -26.6020 12.5996
H: -11.6501 -26.4888 11.2523
H: -12.7223 -25.0926 10.6655
H: -12.0866 -27.0711 8.9521
H: -13.7294 -26.5813 9.0652
H: -12.1219 -28.7644 10.3290
H: -13.7714 -28.9676 9.5510
H: -12.9918 -28.5614 12.4136
H: -14.6294 -28.3700 11.9646
H: -12.9867 -25.0579 13.2659
H: -11.9735 -26.5418 13.3145
H: -13.3553 -27.7997 14.5079
H: -14.6859 -26.6241 14.6341
H: -13.3228 -24.9337 15.7436
H: -11.8213 -25.8886 15.5222
H: -13.0446 -26.4591 16.5700
C: -22.3444 -30.8603 16.5298
C: -21.2728 -30.4045 17.5537
C: -20.0813 -31.3018 17.4635
C: -18.9159 -30.4569 17.8533
N: -17.5003 -31.0427 17.7227
C: -17.3099 -31.3287 16.2119
C: -16.4288 -30.2221 15.7369
C: -15.5596 -29.9678 16.9724
C: -16.4985 -29.9845 18.1156
C: -17.4360 -32.3020 18.5845
C: -16.0976 -32.9259 18.7312
C: -16.0705 -34.1805 19.6081
H: -23.3814 -30.4467 16.6515
H: -22.4030 -31.9375 16.6129
H: -22.0091 -30.6475 15.4873
H: -21.7615 -30.3288 18.5384
H: -20.8689 -29.3929 17.2608
H: -19.9059 -31.6664 16.4655
H: -20.2298 -32.1251 18.1370
H: -19.0246 -30.0537 18.8813
H: -18.8460 -29.6324 17.1733
H: -16.8626 -32.3407 16.0565
H: -18.2478 -31.3539 15.6868
H: -15.8659 -30.5786 14.8512
H: -17.0222 -29.3261 15.4351
H: -14.9314 -30.8288 17.1380
H: -14.9667 -29.0565 16.9377
H: -16.1750 -30.2359 19.1275
H: -17.0297 -29.0690 18.1116
H: -18.1138 -32.9875 18.0225
H: -18.0007 -32.1155 19.5057
H: -15.3727 -32.2099 19.1280
H: -15.7939 -33.3007 17.7217
H: -15.1227 -34.7037 19.4033
H: -16.8520 -34.8965 19.5030
H: -16.0466 -33.8385 20.6594
C: -10.1772 -28.2100 18.8026
C: -8.8281 -28.6429 19.3275
C: -8.8405 -30.0392 19.8986
C: -8.9588 -31.0048 18.7504
N: -9.1701 -32.4207 19.1389
C: -9.2825 -33.2868 17.8078
C: -10.5640 -34.0127 17.9130
C: -11.0265 -33.9544 19.3653
C: -10.5316 -32.5705 19.7799
C: -8.1101 -33.0198 20.0230
C: -6.6984 -32.8414 19.6356
C: -5.8445 -33.0010 20.9480
H: -10.3122 -28.6975 17.8293
H: -10.2443 -27.1111 18.6264
H: -10.9623 -28.4954 19.4765
H: -8.5241 -28.0013 20.1461
H: -8.1213 -28.5828 18.5121
H: -9.7742 -30.1091 20.4700
H: -8.0830 -30.3749 20.5795
H: -8.0519 -30.9441 18.1373
H: -9.7357 -30.7373 18.0717
H: -8.3936 -33.9690 17.7910
H: -9.2219 -32.7039 16.8914
H: -10.4768 -35.0118 17.5582
H: -11.3387 -33.5688 17.2219
H: -10.5968 -34.6709 20.0762
H: -12.1101 -33.9381 19.5625
H: -10.3883 -32.3858 20.8423
H: -11.1470 -31.7570 19.4077
H: -8.3428 -34.0769 20.1169
H: -8.2133 -32.5771 21.0139
H: -6.5162 -31.8141 19.2409
H: -6.3294 -33.5638 18.8718
H: -4.8688 -32.7864 20.6034
H: -5.7930 -33.9809 21.3450
H: -6.2516 -32.2918 21.6646
C: -4.7732 -31.4653 16.2444
C: -4.2314 -30.3133 17.1366
C: -5.2155 -29.1670 17.5655
C: -4.3291 -28.1918 18.3477
N: -4.3414 -26.8010 17.8081
C: -3.1232 -25.9883 18.3619
C: -1.9898 -26.3323 17.3651
C: -2.7245 -26.2310 16.0501
C: -4.1344 -26.8119 16.2385
C: -5.5946 -26.2543 18.2439
C: -5.8391 -24.8089 17.7202
C: -6.6679 -23.8958 18.5348
H: -5.5060 -31.0667 15.6225
H: -5.2602 -32.2348 16.8667
H: -3.9174 -31.9701 15.8166
H: -3.5060 -29.7600 16.4955
H: -3.6717 -30.6949 18.0060
H: -6.0530 -29.5271 18.1385
H: -5.6853 -28.6687 16.7004
H: -3.2550 -28.4014 18.3345
H: -4.5585 -28.1512 19.4095
H: -3.3226 -24.9299 18.4317
H: -2.8932 -26.3195 19.3748
H: -1.1980 -25.6237 17.3123
H: -1.6122 -27.3057 17.6334
H: -2.7816 -25.1712 15.7490
H: -2.2296 -26.7158 15.2075
H: -4.9085 -26.1929 15.7620
H: -4.2212 -27.7889 15.7935
H: -5.6177 -26.2625 19.3130
H: -6.3843 -26.8954 17.9210
H: -6.3126 -24.8001 16.7574
H: -4.8300 -24.3193 17.5627
H: -6.9594 -23.0106 17.9477
H: -6.1369 -23.5985 19.4672
H: -7.5800 -24.3952 18.8994
C: -6.6524 -23.7882 14.3717
C: -5.8612 -22.5868 14.7965
C: -6.2767 -21.2783 14.0521
C: -5.4331 -20.1533 14.5800
N: -6.2430 -18.9226 14.9766
C: -7.2066 -18.5166 13.8734
C: -6.9473 -17.0250 13.6434
C: -5.4596 -16.9225 13.8363
C: -5.2331 -17.8208 15.0952
C: -6.9938 -19.2750 16.2413
C: -7.9737 -18.2112 16.7850
C: -8.3450 -18.6542 18.1979
H: -6.1023 -24.7076 14.4412
H: -6.8794 -23.8100 13.3016
H: -7.6110 -24.0325 14.8589
H: -4.8062 -22.8060 14.7131
H: -6.0818 -22.3937 15.8495
H: -7.3595 -21.1795 14.2251
H: -6.1206 -21.4420 13.0095
H: -4.7074 -19.8269 13.7819
H: -4.8892 -20.3786 15.4823
H: -8.2340 -18.8088 14.0585
H: -6.8391 -19.1855 13.0824
H: -7.4584 -16.4869 14.4245
H: -7.3971 -16.6969 12.6908
H: -5.1354 -15.8686 13.9283
H: -4.9561 -17.3603 12.9849
H: -5.3107 -17.2790 16.0487
H: -4.2563 -18.2589 15.1494
H: -6.1961 -19.4090 16.9917
H: -7.4702 -20.2267 16.0359
H: -8.8854 -18.0581 16.1852
H: -7.4565 -17.2731 16.7726
H: -7.5771 -18.5846 18.9441
H: -8.7486 -19.6872 18.1820
H: -9.2160 -18.1320 18.5045
N: -10.9338 -29.1215 14.9708
S: -11.5877 -30.4709 15.1321
O: -12.9809 -30.3118 15.3772
O: -10.8480 -31.4449 15.8014
F: -11.6373 -31.0670 13.6189
S: -9.4222 -28.5627 14.6554
O: -8.7555 -29.2563 13.6430
O: -8.7422 -28.2161 15.7991
F: -9.8599 -27.1110 14.0876
C: -4.0199 -27.4274 12.7105
O: -4.2431 -27.2959 11.2564
O: -4.6625 -26.5124 13.4051
C: -4.3166 -28.9082 12.9523
F: -3.1852 -29.7015 12.8181
F: -4.8449 -29.0776 14.2232
F: -5.2504 -29.5748 12.1676
C: -3.3859 -26.3304 10.7122
C: -3.6968 -24.9470 11.1396
H: -3.1579 -24.5643 12.0450
H: -3.2582 -24.2986 10.3786
H: -4.7668 -24.6919 11.1674
H: -3.5600 -26.3554 9.6091
H: -2.3227 -26.5555 10.9812
H: -2.8605 -27.4787 12.7940

Here are the Mulliken charges for atoms 1 to 99, given in e: -1.03, -1.02, -0.15, -0.97, 0.84, -0.82, -0.77, -0.21, -0.87, -1.58, 1.46, -1.28, 0.33, 0.25, 0.46, 0.45, 0.35, 0.17, 0.50, 0.45, 0.18, 0.35, 0.38, 0.49, 0.36, -0.05, 0.56, 0.40, 0.56, 0.63, 0.72, -0.29, -0.34, 0.45, 0.09, 0.17, -1.37, -0.56, -0.23, -1.35, 0.86, -0.74, -1.10, 0.21, -0.40, -1.35, 0.83, -1.52, 0.34, 0.38, 0.36, 0.42, 0.32, 0.21, 0.24, 0.57, 0.42, 0.54, 0.50, 0.64, 0.39, -0.41, 0.47, -0.04, 0.29, 0.35, 0.37, -0.31, 0.46, 0.45, 0.24, 0.44, -1.31, -0.41, -0.40, -1.51, 0.99, -0.57, -0.58, 0.07, -1.18, -1.12, -0.04, -1.47, 0.35, 0.34, 0.32, 0.38, 0.30, 0.45, 0.33, 0.46, 0.53, 0.31, 0.19, 0.40, 0.26, 0.09, 0.50


The calculation returns the following DFT total energy values, one per record and in order: -1146.153266, -5073.705865, -554.160989, -4886.259903 Eh.